(1)
The following is a DFT calculation (the ωB97M-V functional and the def2-TZVPD basis) of a 2-piece molecular cluster, C5H12NS overall.

```
19
Properties=species:S:1:pos:R:3
C 1.49725 -2.70944 0.42491
C 1.91403 -1.33700 -0.07342
C 1.67154 -0.22049 0.93528
S -0.08564 0.03248 1.35390
H 2.01857 -3.02772 1.33166
H 1.66862 -3.47754 -0.33878
H 0.42295 -2.71326 0.61108
H 2.94820 -1.38025 -0.43978
H 1.25399 -1.10240 -0.91948
H 2.05754 0.74097 0.58256
H 2.24978 -0.46292 1.84018
C -1.90668 0.39780 -1.55056
C -1.43746 2.53734 -0.79214
N -1.90947 1.85818 -1.74958
H -2.57816 -0.01330 -2.30848
H -2.27096 0.10901 -0.56687
H -0.89700 0.00477 -1.63233
H -1.41300 3.62808 -0.84007
H -1.05586 2.11101 0.15103
```

Summary:
gap between HOMO and LUMO = 6.5 eV
E_HOMO = -2.47 eV
LUMO = 0.1490 hartree
total charge = -1
maximum force = 0.75 eV Å⁻¹
energy = -650.6419 a.u.

=====

(2)
The following is a DFT calculation (the ωB97M-V functional and the def2-TZVPD basis) of a 2-piece molecular cluster, C4H4N2O2 overall.

```
12
Properties=species:S:1:pos:R:3
C 0.45910 -0.68652 -0.13065
C -0.71968 0.30881 -0.34439
C -1.96850 -0.17273 -0.32578
C -3.07720 -0.67013 0.02746
H 3.48414 -0.12048 -0.22353
H 0.18075 -1.84867 0.93387
H 1.23206 1.30089 -0.02814
H -4.16119 -1.04411 0.57976
N 1.61947 -0.08546 -0.70522
N -0.54361 1.69988 -0.19426
O 2.84271 -0.84744 0.18364
O 0.65194 2.16598 0.22725
```

Summary:
gap between HOMO and LUMO = 7.7 eV
E_HOMO = -9.02 eV
LUMO = -0.0504 hartree
total charge = 0
maximum force = 9.22 eV Å⁻¹
energy = -414.3959 a.u.

=====

(3)
The following is a DFT calculation (the ωB97M-V functional and the def2-TZVPD basis) of a 15-piece molecular cluster, C31H66N16O31S overall.

```
145
Properties=species:S:1:pos:R:3
C 2.95347 2.53999 0.75431
C 2.47831 2.50881 -0.81528
O 1.32484 2.98717 -1.08025
O 3.35812 1.94665 -1.82919
C 2.99579 0.52872 -1.93050
C 4.31605 -0.42720 -1.96348
C 4.07360 -1.77977 -1.12686
C 2.88793 -2.81543 -1.40788
O 2.00485 -2.51776 -2.49622
C 0.62052 -2.87577 -2.21060
C -0.17231 -1.74545 -1.31427
C -1.41432 -1.16305 -2.22096
C -0.82810 -2.52212 -0.05705
C -1.56535 -1.57509 1.02789
C -1.19003 -2.20447 2.50306
C -1.05223 -0.03980 1.05700
C 2.84141 -4.09720 -0.47042
C 3.89078 -4.37979 0.69408
C 5.10897 -3.38981 1.00552
N 6.18557 -3.48845 1.99002
S 7.10698 -2.04206 1.68251
N 6.29402 -1.22017 0.39514
C 5.13361 -2.07844 0.05148
H 4.10282 2.58909 0.72479
H 2.61458 1.52628 1.22330
H 2.51167 3.43638 1.32135
H 2.37732 0.33430 -2.88056
H 2.36674 0.26085 -0.99670
H 4.66382 -0.67052 -3.03156
H 5.17443 0.17363 -1.44874
H 0.46378 -3.93131 -1.78326
H 0.06666 -2.86618 -3.24007
H 0.56836 -0.90264 -1.00084
H -2.19464 -0.60289 -1.57102
H -1.94071 -2.02385 -2.80941
H -0.95481 -0.48055 -3.05116
H -1.64045 -3.24144 -0.47520
H -0.00391 -3.16134 0.47224
H -2.73446 -1.60585 0.97454
H -0.02237 -2.22221 2.54613
H -1.59604 -1.56054 3.37383
H -1.52778 -3.30972 2.59775
H 0.10923 -0.07871 0.97257
H -1.29381 0.48868 2.06348
H -1.54676 0.50906 0.17205
H 2.00773 -4.87441 -0.63080
H 3.78413 -5.36107 1.30740
C 0.43659 4.63587 -3.36253
N 0.10222 5.95029 -3.97286
O -1.02087 6.39571 -3.76834
O 0.97923 6.49179 -4.63832
H -0.42787 4.27579 -2.80618
H 0.68571 3.95109 -4.17351
H 1.28563 4.78810 -2.69769
C -4.38975 -0.41254 5.68369
N -3.17339 -0.81029 4.92840
O -2.71986 -0.00114 4.12563
O -2.71514 -1.92210 5.16764
H -4.68511 0.58970 5.37383
H -5.17262 -1.13481 5.44965
H -4.13846 -0.42969 6.74460
C -5.26189 -4.62021 6.06748
N -6.22482 -3.67617 6.69390
O -6.55328 -3.89381 7.85384
O -6.61952 -2.74650 5.99953
H -4.99986 -5.38895 6.79396
H -5.75162 -5.06108 5.19894
H -4.38056 -4.04663 5.77725
C -1.93031 9.41301 -3.01463
N -2.89249 10.35678 -2.38640
O -3.21872 10.13818 -1.22586
O -3.28857 11.28630 -3.07976
H -1.66660 8.64408 -2.28932
H -2.42090 8.97201 -3.88229
H -1.05010 9.98633 -3.30598
C 3.44102 7.07250 -2.10000
N 2.47772 7.27290 -0.98667
O 1.31160 6.96089 -1.19076
O 2.92420 7.73745 0.05699
H 2.90948 6.65823 -2.95328
H 3.86593 8.04535 -2.34550
H 4.20834 6.38069 -1.75033
C 0.49068 -7.77458 -2.93017
N -0.47658 -6.83925 -2.29552
O -0.80162 -7.06735 -1.13593
O -0.87743 -5.90656 -2.98256
H 0.75663 -8.54459 -2.21135
H 0.00127 -8.21181 -3.80088
H 1.36791 -7.19549 -3.21768
C -5.92785 -3.70486 -0.37439
N -4.51033 -3.31911 -0.60162
O -3.70508 -4.22304 -0.78778
O -4.25457 -2.12091 -0.58522
H -6.00770 -4.79081 -0.41564
H -6.21587 -3.33387 0.60954
H -6.52432 -3.24392 -1.16185
C 5.24755 6.81641 -6.26918
N 4.27229 6.53507 -5.18266
O 4.02579 5.36037 -4.93746
O 3.78410 7.50448 -4.61005
H 5.59467 5.87050 -6.68387
H 4.73160 7.40433 -7.02890
H 6.07734 7.37320 -5.83284
C -0.39182 -1.92735 -6.66706
N -1.36936 -2.21719 -5.58522
O -1.61592 -3.39435 -5.35028
O -1.85651 -1.25346 -5.00747
H -0.04385 -2.87004 -7.08842
H -0.90496 -1.33287 -7.42320
H 0.43611 -1.37437 -6.22269
C 3.67141 6.77573 3.24103
N 4.86981 5.94513 3.53110
O 4.69919 4.73898 3.66599
O 5.94224 6.53126 3.61361
H 2.79659 6.12777 3.19624
H 3.57181 7.50263 4.04738
H 3.83638 7.26743 2.28220
C -8.23543 0.51942 6.01510
N -7.71405 0.76653 4.64469
O -7.28313 -0.19894 4.02494
O -7.75465 1.92035 4.23734
H -8.13711 -0.54201 6.24279
H -7.64175 1.11879 6.70579
H -9.28277 0.82149 6.02783
C -7.55695 -6.30071 10.19018
N -7.24090 -7.75153 10.11595
O -6.29589 -8.08580 9.41090
O -7.95173 -8.50634 10.76754
H -6.85011 -5.75410 9.56662
H -8.57573 -6.16703 9.82595
H -7.46598 -5.99712 11.23322
C 3.83241 -11.23690 -2.95689
N 2.86701 -10.30270 -2.32005
O 2.54411 -10.53116 -1.16183
O 2.46461 -9.36899 -3.00592
H 4.10076 -12.00978 -2.23727
H 3.34202 -11.67359 -3.82715
H 4.70932 -10.65712 -3.24549
C 7.09785 7.58899 -2.40921
N 7.46166 8.00846 -3.78786
O 7.59743 9.20702 -3.99345
O 7.59926 7.11712 -4.62017
H 7.00976 8.47648 -1.78315
H 6.14614 7.06176 -2.46686
H 7.89100 6.93627 -2.04398
```

Summary:
gap between HOMO and LUMO = 6.9 eV
E_HOMO = -8.10 eV
LUMO = -0.0443 hartree
total charge = 0
maximum force = 5.99 eV Å⁻¹
energy = -4825.7935 a.u.

=====

(4)
The following is a DFT calculation (the ωB97M-V functional and the def2-TZVPD basis) of C5H11NO as an isolated structure.

```
18
Properties=species:S:1:pos:R:3
C -1.15288 -0.17878 -0.12819
C -1.47904 1.33276 -0.15087
C 1.00420 -0.35985 1.54978
C 1.05854 0.61503 -1.04782
C 0.25277 -0.48816 -0.27386
N -2.05458 -1.04258 0.14099
O 0.39380 -1.83422 -0.48197
H -0.86836 1.64265 0.61155
H -2.56715 1.39298 -0.17178
H -1.18665 1.71680 -1.03481
H 1.85547 0.20723 1.36080
H 1.17969 -1.44393 1.73973
H 0.14317 0.04046 2.08375
H 1.12788 1.41750 -0.42346
H 2.01798 0.18186 -1.48902
H 0.56860 0.95304 -2.00250
H -1.49530 -1.89680 0.14018
H 1.20187 -2.25600 -0.42252
```

Summary:
gap between HOMO and LUMO = 9.7 eV
E_HOMO = -9.00 eV
LUMO = 0.0252 hartree
total charge = 0
maximum force = 5.38 eV Å⁻¹
energy = -326.9975 a.u.

=====

(5)
The following is a DFT calculation (the ωB97M-V functional and the def2-TZVPD basis) of a 5-piece molecular cluster, C8H28NO5 overall.

```
42
Properties=species:S:1:pos:R:3
N -22.56929 -19.00103 13.81233
H -23.37250 -19.43192 14.32295
H -22.92865 -18.75727 12.87142
H -21.83538 -19.70324 13.66503
H -22.12798 -18.22665 14.31924
C -25.36431 -22.45480 15.18968
C -25.39370 -21.11016 14.47526
O -24.72005 -20.11348 15.26751
H -25.75204 -22.41279 16.20568
H -24.31299 -22.74814 15.25622
H -25.85107 -23.25100 14.62564
H -26.39417 -20.74215 14.22990
H -24.84399 -21.18200 13.53372
H -25.21373 -19.97788 16.08185
C -19.42814 -22.22968 11.68655
C -20.79274 -22.39585 12.36127
O -21.58920 -21.18612 12.28447
H -18.88299 -21.34250 11.99519
H -19.59055 -22.22447 10.60594
H -18.84484 -23.12338 11.91733
H -20.63968 -22.54094 13.42906
H -21.32553 -23.18755 11.83572
H -21.83525 -21.06826 11.35910
C -22.58974 -16.93523 17.05458
C -21.27396 -16.66918 16.34194
O -21.47044 -16.53458 14.92434
H -23.30285 -16.13096 16.87537
H -22.44547 -16.89813 18.14055
H -22.95244 -17.94195 16.85253
H -20.60444 -17.52625 16.48499
H -20.74970 -15.82647 16.79461
H -21.22979 -15.63890 14.67122
C -25.35326 -17.79588 11.77870
C -24.28283 -17.37659 10.77495
O -23.04537 -18.07362 11.02702
O -24.97876 -17.42803 13.09850
H -25.36844 -18.88783 11.74712
H -26.31664 -17.38783 11.47501
H -24.09377 -16.30262 10.88169
H -24.60174 -17.63128 9.76153
H -22.57009 -18.16698 10.19991
H -25.04338 -16.46594 13.15703
```

Summary:
gap between HOMO and LUMO = 11.3 eV
E_HOMO = -13.57 eV
LUMO = -0.0828 hartree
total charge = +1
maximum force = 1.29 eV Å⁻¹
energy = -752.3184 a.u.

=====

(6)
The following is a DFT calculation (the ωB97M-V functional and the def2-TZVPD basis) of a single C15H11N3O3 molecule.

```
32
Properties=species:S:1:pos:R:3
N -5.24376 -0.55156 1.72404
C -4.64095 -1.31109 1.12014
C -3.88191 -2.24484 0.32617
C -3.42662 -1.59444 -0.99264
N -2.47907 -0.54561 -0.74255
C -2.71229 0.75861 -0.55912
C -1.49236 1.35921 -0.28156
C -1.32850 2.78454 -0.02885
O -0.31331 3.36750 0.26321
O -2.49847 3.44151 -0.16007
C -0.55523 0.27928 -0.31607
C 0.86939 0.25573 -0.11551
C 1.76753 1.24410 0.17426
C 3.04035 0.61357 0.24878
C 4.34191 1.04667 0.50198
C 5.35213 0.11144 0.48842
C 5.09368 -1.23737 0.22975
C 3.81556 -1.69280 -0.02366
C 2.79635 -0.75271 -0.01100
O 1.48288 -0.96121 -0.22952
N -1.19255 -0.84941 -0.59405
H -4.50587 -3.11671 0.11599
H -3.00420 -2.56516 0.89412
H -2.92952 -2.34791 -1.60835
H -4.28375 -1.18209 -1.53093
H -3.68996 1.19001 -0.62391
H -2.35997 4.38292 0.02718
H 1.54408 2.28007 0.31637
H 4.54151 2.08805 0.70179
H 6.36906 0.41993 0.68114
H 5.91489 -1.93838 0.22852
H 3.60900 -2.73190 -0.22407
```

Summary:
gap between HOMO and LUMO = 8.5 eV
E_HOMO = -8.01 eV
LUMO = 0.0187 hartree
total charge = 0
maximum force = 1.21 eV Å⁻¹
energy = -968.2051 a.u.
SMILES string = N#CCCn1cc(C(=O)O)c(-c2cc3ccccc3o2)n1

=====

Question: Which formula does entry 5 have?
Answer: C8H28NO5